Here is 2 unconnected molecules or ions with the total composition C5H12FN2 from the Open Molecules 2025 dataset. Energies are from ωB97M-V/def2-TZVPD.

```
20
Properties=species:S:1:pos:R:3:mulliken_charge:R:1
C -2.327 1.493 0.627 0.343
C -0.357 1.140 -1.632 -1.184
C -0.277 -1.276 1.437 -1.398
C -0.806 0.140 -0.624 -0.592
C 0.196 -0.297 0.423 0.413
N -3.313 1.948 0.131 -0.346
N 1.425 -0.846 -0.397 -0.159
F -1.899 1.448 1.918 -0.219
H 0.471 1.644 -1.147 0.387
H 0.036 0.738 -2.582 0.398
H -1.103 1.991 -1.917 0.323
H 0.500 -1.247 2.331 0.350
H -1.273 -1.003 1.856 0.325
H -0.203 -2.320 1.115 0.421
H -1.605 -0.614 -0.876 0.356
H 0.546 0.601 1.053 0.213
H -4.159 2.560 0.408 0.320
H 1.508 -1.842 -0.208 0.366
H 2.304 -0.398 -0.302 0.326
H 1.003 -0.741 -1.345 0.357
```

Results
2S+1: 1
ΔE to the lowest compared entry with this formula, charge and spin (eV): 3.481
Net charge: +1
Frontier orbital gap (eV): 8.397
Energy (Ha): -406.69316